DFT (the ωB97M-V functional and the def2-TZVPD basis) results for a 3-piece molecular cluster, C18H33BNO9 overall.

Summary:
Charge: -1
HOMO energy (Eh): -0.169
LUMO (Eh): 0.06472
Calculated total energy (eV): -39796.669
Max |F| (eV/A): 0.8

Each line ends with the natural charge from an NBO analysis.
Cartesian coordinates (Å):
C -2.4225 -2.7130 -0.8237  -0.659
H -5.3545 -2.8557 -1.5383  0.194
O -1.0447 2.3272 2.1676  -0.565
H -0.5297 -2.0464 0.4232  -0.080
C -5.5808 -3.6724 -0.8461  -0.217
O -4.3823 0.2949 -2.3689  -0.732
B -1.4635 -1.5087 -0.2076  -0.140
N -4.3761 -4.2970 -0.2987  -0.516
C -3.0849 -6.3862 -0.4369  -0.717
C 6.4139 3.5802 1.6330  0.971
O 6.4772 3.1667 0.3419  -0.493
H 10.5745 2.3844 1.0003  0.221
H 0.7176 3.7140 -1.4201  0.203
H -1.7718 -3.4988 -1.2260  0.187
O 1.1018 2.3296 1.4657  -0.495
H -6.1031 -4.4281 -1.4316  0.196
H 10.1039 4.0907 1.0987  0.213
H -3.9765 -2.4920 0.6288  0.195
O -3.9658 -5.2939 -2.3444  -0.603
H 1.6016 1.6895 -0.4163  0.199
H -0.9321 -0.9053 -1.1403  -0.071
C 0.7962 3.6871 -0.3358  -0.090
O 7.6323 3.4647 2.2191  -0.497
H -6.7514 -2.1363 0.1698  0.205
C -3.0462 0.6564 -2.3488  0.822
H 8.2272 3.9397 -0.4155  0.179
C -3.3786 -3.2902 0.1875  -0.205
H 8.3442 1.6414 1.6030  0.185
C -3.8426 -5.2797 -1.1382  0.732
H -3.3891 -6.4731 0.6028  0.217
C 9.9256 3.0962 1.5100  -0.626
C -2.6034 1.2517 -1.0462  -0.517
H -1.4283 0.0543 1.3716  0.197
H -2.9974 -2.3533 -1.6895  0.188
O -2.3710 0.5207 -3.3305  -0.590
H -4.7603 0.6638 -3.1729  0.481
H -6.0420 -3.3354 1.2494  0.217
H -2.7812 -0.9975 1.6204  0.180
O 5.4347 3.9790 2.1683  -0.563
H -1.5177 1.2602 -1.0556  0.239
H -2.9255 2.2988 -1.1075  0.217
C -0.2147 2.6283 1.3770  0.976
C 3.1611 2.9698 0.3385  -0.624
C 8.4820 2.6957 1.3475  0.064
H -3.2883 1.3859 0.9593  0.193
H 10.1942 3.1191 2.5652  0.234
C -3.1474 0.5910 0.2191  -0.399
H 3.2754 3.9558 0.7855  0.221
H -3.3062 -7.3155 -0.9585  0.221
C -6.5138 -3.1949 0.2785  -0.624
H -2.0133 -6.1951 -0.4971  0.236
C 1.7085 2.5958 0.1862  0.057
H -4.1372 0.1612 0.0555  0.196
H 7.9667 2.2049 -0.7304  0.207
H 3.6480 2.9667 -0.6372  0.214
C 7.8563 3.0001 0.0020  -0.092
H -2.8168 -3.7273 1.0209  0.187
H 1.0824 4.6743 0.0393  0.171
O -0.4616 3.3236 0.2332  -0.499
H -7.4532 -3.7480 0.2720  0.193
H 3.6688 2.2580 0.9855  0.232
C -2.2187 -0.4776 0.8362  -0.628